Entry 1:
{"formula": "C4H2LiO2Y", "method": "ωB97M-V with the def2-TZVPD basis set", "symbols": ["O", "C", "C", "C", "C", "O", "Li", "H", "H", "Y"], "coordinates": [[-0.9156, -1.4890, 0.1944], [0.5339, -1.5192, 0.3281], [1.0707, -0.3031, 0.3770], [-0.0310, 1.0194, 0.4868], [0.1189, 2.1801, -0.0721], [0.2928, 2.7623, -1.1007], [0.0611, -0.3363, -1.8029], [-1.2551, -2.3852, 0.1056], [2.1393, -0.0894, 0.3902], [-2.0151, 0.1605, 1.0934]], "orbital_gap_ev": 5.74, "mol_weight_da": 177.90, "total_charge": 2, "e_tot_ev": -9500.3775, "e_lumo_ev": -10.390}

---

Entry 2:
{"formula": "C2H6O2", "method": "ωB97M-V with the def2-TZVPD basis set", "symbols": ["O", "C", "C", "O", "H", "H", "H", "H", "H", "H"], "coordinates": [[-1.3335, 1.3059, -0.3045], [-0.8390, 0.0123, -0.0987], [0.8345, -1.0145, 0.3735], [0.8389, 0.4283, -0.2364], [-1.0670, 1.5990, -1.1876], [-1.2734, -0.2993, 0.8431], [-1.0143, -0.6534, -0.9358], [1.2908, -0.9026, 1.3658], [1.5329, -1.5576, -0.2732], [1.0301, 1.0819, 0.4538]], "de_lowest_ev": 5.623, "orbital_gap_ev": 7.93, "mol_weight_da": 62.07, "e_tot_ev": -6260.6316, "e_lumo_ev": 0.703}

---

Entry 3:
{"formula": "C4H4I2O2", "method": "ωB97M-V with the def2-TZVPD basis set", "symbols": ["C", "C", "C", "C", "O", "O", "I", "I", "H", "H", "H", "H"], "coordinates": [[-1.0635, -2.5498, -0.8108], [-0.1685, 0.9923, 0.1550], [0.3566, 0.4632, -0.9373], [0.5129, 1.1345, 1.4713], [-0.1824, -3.0315, -1.3566], [-1.9350, -2.0551, -0.2583], [-0.7074, 0.4271, -2.7628], [2.3083, -0.3326, -1.0195], [-1.1719, 1.3873, 0.0922], [1.1202, 2.0416, 1.4755], [1.1597, 0.2870, 1.6944], [-0.2290, 1.2359, 2.2570]], "de_lowest_ev": 0.000, "orbital_gap_ev": 9.05, "mol_weight_da": 337.88, "e_tot_ev": -24509.0917, "e_lumo_ev": -0.035}

---

Entry 4:
{"formula": "C11H21O5P", "method": "ωB97M-V with the def2-TZVPD basis set", "symbols": ["C", "O", "C", "O", "C", "C", "C", "C", "O", "C", "C", "C", "P", "C", "O", "O", "C", "H", "H", "H", "H", "H", "H", "H", "H", "H", "H", "H", "H", "H", "H", "H", "H", "H", "H", "H", "H", "H"], "coordinates": [[3.1453, 2.9687, -0.7762], [2.4761, 1.8497, -0.2058], [2.2288, 0.8216, -0.9976], [2.3433, 0.7769, -2.2727], [1.8195, -0.4258, -0.1506], [1.6105, -1.6430, -1.0824], [3.0316, -0.8161, 0.7730], [0.5017, -0.0984, 0.5972], [0.7429, 0.0818, 1.7762], [-0.8441, 0.2963, 0.0237], [-0.9206, 0.3832, -1.5638], [-1.2532, 1.7611, 0.4280], [-1.9392, -0.8956, 0.7722], [-2.2440, -0.5395, 2.5109], [-1.3962, -2.3001, 0.7219], [-3.3711, -0.6884, 0.0147], [-4.1045, -1.9227, -0.3714], [2.8741, 3.1035, -1.8392], [4.2391, 2.9822, -0.6894], [2.7732, 3.8570, -0.2049], [0.9319, -1.4944, -1.9149], [1.2407, -2.5650, -0.5478], [2.6148, -1.9035, -1.3879], [3.2397, 0.0300, 1.3766], [3.9874, -0.9356, 0.2701], [2.8893, -1.7138, 1.3749], [-0.0759, 0.9712, -2.0599], [-0.9474, -0.6971, -1.8471], [-1.8360, 0.7851, -1.8404], [-2.3287, 1.8856, 0.2292], [-1.1428, 2.0244, 1.5419], [-0.6303, 2.4245, -0.1590], [-3.3210, -0.4451, 2.7703], [-1.9110, -1.4615, 2.9708], [-1.6853, 0.2899, 2.9726], [-4.0464, -2.6030, 0.5190], [-5.1497, -1.8289, -0.6060], [-3.5426, -2.3151, -1.1262]], "de_lowest_ev": 1.105, "orbital_gap_ev": 10.20, "mol_weight_da": 264.26, "e_tot_ev": -31273.9345, "smiles": "COC(=O)C(C)(C)C(=O)C(C)(C)[P@](C)(=O)OC", "e_lumo_ev": 0.706}